[1]
Molecular formula: C6H12N2
Method: DFT, ωB97M-V/def2-TZVPD

```
20
Properties=species:S:1:pos:R:3:forces:R:3
N -0.278 0.482 1.555 -1.60 -0.12 -0.67
N 1.907 0.353 2.497 1.23 -1.15 0.90
C 2.553 -0.492 -0.799 -0.28 0.12 -0.07
C 1.089 0.729 1.431 -0.03 0.43 -3.96
C -1.105 0.041 -1.225 2.23 -0.44 -0.86
C -1.767 -1.304 -1.188 -0.10 0.05 0.28
C -1.683 1.128 -1.718 0.08 0.25 0.42
C 1.680 0.051 -0.162 0.77 0.52 3.51
H 1.441 0.185 3.379 -0.39 0.15 -0.27
H -2.019 -1.584 -0.160 0.03 -0.08 -0.02
H -1.167 2.078 -1.761 0.12 0.01 -0.08
H 3.258 -0.966 -1.426 0.21 -0.15 -0.30
H -2.690 -1.324 -1.771 0.03 0.06 0.04
H 2.533 -0.423 2.325 -0.09 0.19 -0.26
H 1.261 1.776 1.176 -0.23 -0.04 -0.01
H -2.721 1.145 -2.029 -0.06 -0.13 -0.02
H -0.478 -0.481 1.806 0.21 0.03 0.10
H 0.086 0.024 -1.005 -3.09 0.24 -0.47
H -0.803 0.651 0.644 0.93 0.11 1.77
H -1.095 -2.070 -1.572 0.03 -0.06 -0.03
```
Forces are in eV/Å.

multiplicity	1
ΔE to the lowest compared entry with this formula, charge and spin	107.4	kcal/mol
frontier orbital gap	10.31	eV
SMILES string	C#CC(N)N.C=CC
total charge	0
E	-9392.1914	eV

Here are the natural (NBO) charges for atoms 1 to 6, given in e: -0.840, -0.864, -0.289, 0.226, -0.228, -0.652

[2]
Molecular formula: C6H12N2
Method: DFT, ωB97M-V/def2-TZVPD

```
20
Properties=species:S:1:pos:R:3:forces:R:3
N -1.455 -1.299 -0.127 -0.05 0.33 -0.74
N 0.993 2.478 1.607 0.13 -0.06 -0.15
C 1.670 -0.953 1.005 0.37 0.01 -0.15
C 2.007 0.303 1.250 -0.26 0.04 0.01
C -2.133 -0.140 -2.153 -0.07 0.00 -0.31
C 1.325 1.467 0.583 0.08 0.17 0.39
C -2.273 -0.402 -0.862 0.30 -0.06 0.60
C -1.215 -2.412 -0.674 -0.20 -0.67 0.44
H 1.956 1.895 -0.201 0.13 -0.09 -0.16
H -1.363 -0.599 -2.762 -0.03 -0.10 0.10
H 2.744 0.542 2.010 0.08 0.02 -0.02
H 0.930 -1.156 0.247 -0.10 -0.14 0.10
H 2.147 -1.791 1.498 -0.01 0.05 0.01
H -0.547 -3.118 -0.185 0.09 0.14 0.03
H -2.939 0.169 -0.228 -0.24 -0.09 -0.10
H 1.858 2.938 1.872 -0.10 0.05 0.15
H -2.795 0.553 -2.648 0.03 0.17 0.05
H 0.413 1.108 0.113 -0.14 0.02 -0.03
H 0.398 3.203 1.224 0.00 -0.06 -0.07
H -1.720 -2.784 -1.569 0.01 0.26 -0.16
```
Forces are in eV/Å.

multiplicity	1
ΔE to the lowest compared entry with this formula, charge and spin	59.4	kcal/mol
frontier orbital gap	9.95	eV
SMILES string	C=CN=C.C=CCN
total charge	0
E	-9394.2743	eV

Here are the natural (NBO) charges for atoms 1 to 6, given in e: -0.410, -0.826, -0.392, -0.173, -0.441, -0.261

[3]
Molecular formula: C6H12N2
Method: DFT, ωB97M-V/def2-TZVPD

```
20
Properties=species:S:1:pos:R:3:forces:R:3
N -1.747 1.501 1.022 1.09 -0.89 -0.81
N 2.365 -0.118 1.112 -0.64 -0.34 0.10
C 0.639 0.941 -1.473 0.05 -0.08 -0.43
C -1.211 0.597 0.267 -0.06 1.41 0.80
C 0.356 0.684 0.003 -2.16 0.05 0.59
C 0.803 -1.805 0.439 -0.29 0.07 0.03
C 1.091 -0.506 0.565 1.88 0.37 0.25
C -2.069 -0.458 -0.382 0.20 -0.09 -0.24
H -3.084 -0.083 -0.541 0.18 0.01 0.06
H -0.044 1.698 -1.873 0.13 -0.01 0.13
H -2.764 1.378 1.089 0.31 -0.10 -0.10
H 0.517 0.037 -2.078 0.04 0.05 0.13
H -1.661 -0.758 -1.349 -0.05 -0.17 0.07
H -0.087 -2.175 -0.051 0.04 0.20 0.04
H -2.135 -1.329 0.276 0.07 -0.01 -0.16
H 0.652 1.583 0.560 -0.12 -0.28 -0.01
H 1.664 1.302 -1.607 -0.14 -0.12 0.01
H 2.737 -0.768 1.799 -0.08 0.22 -0.34
H 2.496 0.847 1.409 -0.43 -0.45 -0.13
H 1.483 -2.566 0.811 -0.01 0.16 0.02
```
Forces are in eV/Å.

multiplicity	1
ΔE to the lowest compared entry with this formula, charge and spin	20.1	kcal/mol
frontier orbital gap	9.35	eV
SMILES string	[H]/N=C(\C)[C@H](C)C(=C)N
total charge	0
E	-9395.9776	eV

Here are the natural (NBO) charges for atoms 1 to 6, given in e: -0.635, -0.830, -0.596, 0.357, -0.324, -0.524

[4]
Molecular formula: C6H12N2
Method: DFT, ωB97M-V/def2-TZVPD

```
20
Properties=species:S:1:pos:R:3:forces:R:3
N 0.467 -0.569 -2.205 -0.39 0.18 1.22
N -1.508 0.312 0.835 3.66 0.09 0.78
C -0.265 0.649 -0.066 -2.45 2.08 -2.99
C 1.515 -1.207 0.005 0.45 -0.14 -0.08
C -0.365 2.009 -0.665 0.32 0.78 -0.09
C -1.091 0.000 2.193 0.16 0.11 0.96
C 0.385 -0.526 -0.732 1.34 0.40 2.86
C -1.072 -0.598 -0.205 -1.14 -2.58 -0.69
H -1.966 -0.330 2.760 0.01 0.00 -0.08
H -1.304 -1.623 0.052 -1.58 -0.44 -1.91
H 1.546 -0.932 1.063 -0.12 -0.07 -0.16
H -0.707 0.901 2.688 -0.07 -0.09 0.01
H 1.013 0.211 -2.564 -0.18 -0.05 0.07
H 0.924 -1.423 -2.519 -0.08 0.17 0.27
H -0.326 -0.779 2.280 -0.03 0.03 -0.12
H 2.476 -0.914 -0.430 0.06 -0.14 0.07
H -0.504 2.762 0.121 -0.07 -0.19 -0.15
H 0.562 2.276 -1.184 -0.09 -0.07 -0.10
H -1.202 2.076 -1.367 0.09 -0.03 0.15
H 1.420 -2.295 -0.060 0.12 -0.04 -0.03
```
Forces are in eV/Å.

multiplicity	1
ΔE to the lowest compared entry with this formula, charge and spin	159.5	kcal/mol
frontier orbital gap (alpha / beta)	7.49 / 7.48	eV
SMILES string	CN1[C@@H]2[C@@](C)(N)[C@]21C
total charge	0
E	-9389.9324	eV

Here are the natural (NBO) charges for atoms 1 to 6, given in e: -0.830, -0.379, 0.233, -0.633, -0.664, -0.437

[5]
Molecular formula: C6H12N2
Method: DFT, ωB97M-V/def2-TZVPD

```
20
Properties=species:S:1:pos:R:3:forces:R:3
N -1.461 0.700 -0.714 -1.52 0.43 -0.03
N 0.802 1.698 0.047 0.50 0.85 -0.20
C -0.626 -1.449 -0.113 -0.70 0.24 -0.12
C 0.660 0.278 -0.025 0.36 -0.14 -0.51
C -1.548 0.542 0.771 -0.39 -1.38 0.90
C 1.990 -0.407 -0.015 1.47 -2.14 0.41
C -0.287 -0.384 0.964 -1.19 0.26 1.29
C -0.439 -0.245 -1.051 2.27 0.01 0.47
H 1.739 2.008 -0.263 -1.22 -0.13 0.07
H 0.069 -2.273 -0.195 -0.01 -0.06 -0.15
H 1.867 -1.552 -0.107 0.38 1.90 -0.04
H 0.096 -0.608 1.998 -0.71 0.15 -0.94
H -2.337 0.482 -1.185 0.16 0.09 0.31
H 2.601 -0.277 0.929 -1.06 0.13 -0.63
H -0.164 -0.288 -2.091 -0.24 -0.18 -0.51
H -1.489 1.464 1.350 0.14 0.14 -0.42
H 0.001 2.134 -0.449 1.07 -0.13 0.33
H -2.489 0.008 1.097 0.90 0.50 -0.38
H -1.671 -1.768 -0.157 0.18 -0.43 0.37
H 2.686 -0.064 -0.790 -0.37 -0.11 -0.23
```
Forces are in eV/Å.

multiplicity	1
ΔE to the lowest compared entry with this formula, charge and spin	35.0	kcal/mol
frontier orbital gap	9.55	eV
total charge	0
E	-9395.3322	eV

Here are the natural (NBO) charges for atoms 1 to 6, given in e: -0.650, -0.871, -0.427, 0.116, -0.235, -0.621

[6]
Molecular formula: C6H12N2
Method: DFT, ωB97M-V/def2-TZVPD

```
20
Properties=species:S:1:pos:R:3:forces:R:3
N 1.506 0.357 0.274 2.14 2.29 1.29
N 1.449 1.717 0.513 -0.66 -0.60 -0.61
C 0.307 -0.232 0.330 -0.65 -0.27 -0.32
C 0.071 -1.691 0.063 1.25 0.62 -0.09
C -2.001 0.867 0.235 1.09 1.23 -2.32
C -2.453 0.366 -1.134 -3.16 -0.28 0.53
C -0.651 0.611 0.676 -0.45 0.37 0.82
C 2.828 -0.243 0.329 -2.32 -1.12 -0.58
H 3.460 0.576 0.273 1.58 1.17 -0.64
H -1.657 -0.053 -1.636 1.53 -0.99 -1.52
H -2.938 1.153 -1.738 0.51 -0.16 0.18
H -3.306 -0.387 -0.998 1.37 0.62 -0.31
H 2.821 -0.869 -0.580 1.05 -0.21 0.74
H -0.568 -2.035 0.876 0.47 -0.53 0.00
H -2.012 1.951 0.110 -0.38 0.28 0.75
H -0.514 -1.778 -0.852 0.40 -0.46 -0.25
H -2.726 0.514 0.857 -1.85 -0.23 2.57
H 2.274 1.997 1.078 -0.34 -0.51 -0.30
H 2.986 -0.694 1.296 0.18 -0.89 0.11
H 1.122 -2.125 0.029 -1.75 -0.32 -0.06
```
Forces are in eV/Å.

multiplicity	1
ΔE to the lowest compared entry with this formula, charge and spin	146.5	kcal/mol
frontier orbital gap (alpha / beta)	7.94 / 7.48	eV
total charge	0
E	-9390.4972	eV

Here are the natural (NBO) charges for atoms 1 to 6, given in e: -0.186, -0.462, 0.021, -0.648, -0.544, -0.596